(1)
The following is a quantum chemistry calculation of one molecule with the formula C2H5N3O3, from the Open Molecules 2025 dataset.

Calculated values
**SMILES**: [H]/N=C(/NO)N(O)C=O

Element x y z (Å)
C -0.812248 0.662312 0.108325
C 1.560001 0.530393 -0.407312
H -1.305328 -2.007295 0.147955
H -2.587936 0.181908 -0.495369
H -0.415537 2.535190 0.574574
H 1.552940 -1.135826 0.678257
H 1.526193 1.591990 -0.869874
N -1.818602 -0.278056 -0.030058
N -1.149552 1.887164 0.068203
N 0.475247 0.226859 0.399595
O -1.392642 -1.445478 -0.643746
O 0.631076 -1.027573 0.939695
O 2.535753 -0.173695 -0.459174

Atomic forces in eV per Å
-0.8 1.2 0.4
-0.2 2.9 -0.4
0.1 -0.2 -0.8
-0.4 -0.3 -0.2
-1.7 -1.8 -1.6
1.0 -1.1 0.0
-0.3 -1.7 0.4
0.8 0.7 0.3
1.8 1.8 1.3
0.8 -0.1 -0.6
-0.4 -0.9 0.2
-0.6 -0.2 0.8
0.0 -0.4 0.2

(2)
The following is a quantum chemistry calculation of one molecule with the formula C2H5N3OS, from the Open Molecules 2025 dataset.

Calculated values
**SMILES**: N/N=C(/N)C(=O)S

Element x y z (Å)
C -1.001389 -0.180507 -0.026793
C 0.392910 -0.761440 0.164289
H -0.801019 2.982209 -0.046004
H -0.145779 2.242152 1.261038
H -1.669938 -2.063094 -0.073842
H -2.861042 -0.819797 -0.361197
H 1.215893 1.319541 -0.692454
N -0.416233 2.108838 0.280323
N -1.303057 1.102491 0.025960
N -1.910041 -1.133301 -0.466142
O 0.498051 -1.881396 0.587276
S 1.833354 0.155977 -0.280732

Atomic forces in eV per Å
0.6 3.2 -0.5
-0.3 0.2 0.2
-0.4 -0.1 0.1
-0.2 -0.4 -0.4
-0.5 0.9 -0.4
-0.2 -0.2 0.0
0.2 -0.7 0.4
1.6 0.8 0.4
-1.8 -3.4 -0.5
0.9 -0.1 1.0
0.2 -0.4 0.1
-0.1 0.3 -0.3

Per-record E, eV: -12764.1130; -19506.7659
Per-record largest force on an atom, eV/A: 2.98; 3.91
Per-record relative energy (zero: lowest compared OMol25 entry of this formula, charge and spin), kcal per mole: 80.4; 50.4